Entry 1:
Formula: C13H23BIrN6Si
Source: OMol25
Level of theory: ωB97M-V with the def2-TZVPD basis set

Structure (XYZ):
```
45
Properties=species:S:1:pos:R:3:mulliken_charge:R:1
H 0.39563 -3.06531 1.77791 0.52
N 1.07022 -1.75832 0.21868 -0.21
B 2.56831 -0.47124 -1.39497 0.15
N 2.25157 -1.67192 -0.47813 0.01
C 2.97931 -2.77646 -0.19446 -0.08
Ir -0.78132 -1.09952 -0.33369 0.76
H 3.89934 -2.90435 -0.75298 0.47
C 2.32907 -3.53075 0.77321 -0.98
H 2.68565 -4.47739 1.19897 0.40
C 1.15997 -2.84130 1.05682 -0.15
H 3.61067 -0.58821 -1.94506 -0.03
C -1.68040 3.96492 2.19873 -1.01
H -2.75603 4.12944 2.00352 0.32
H -1.21737 3.33150 1.41900 0.04
H -1.20438 4.95903 2.13878 0.32
N 2.76157 0.78721 -0.35143 0.28
N 1.40493 -0.11706 -2.28775 0.04
N 1.63663 1.05486 0.39710 -0.17
N 0.13268 -0.04680 -1.79934 -0.13
C 3.75786 1.66849 -0.05539 -0.07
C 1.34494 0.17508 -3.59887 -0.09
H 4.72285 1.63951 -0.53858 0.50
H 2.28620 0.04433 -4.12350 0.48
C 3.24129 2.50760 0.92242 -0.84
C 0.08363 0.53763 -3.94822 -0.97
C 1.90926 2.06122 1.17758 -0.08
C -0.64921 0.44410 -2.80725 -0.02
H 3.65919 3.32445 1.44161 0.47
H -0.23450 0.82589 -4.98325 0.38
H 1.08479 2.36798 1.85693 0.53
H -1.68547 0.68876 -2.66798 0.37
H -1.56279 3.56358 3.11222 0.34
C -2.67536 -2.51840 -0.17902 -1.02
Si -2.77307 -0.90355 0.76939 0.05
C -3.65078 0.55805 -0.03632 -0.70
C -2.64499 -0.95926 2.65359 -0.89
H -2.17318 -2.41767 -1.15423 0.41
H -3.72149 -2.75352 -0.32665 0.50
H -2.16767 -3.30527 0.37091 0.35
H -4.72254 0.30471 0.02804 0.38
H -3.43229 1.48881 0.51990 0.21
H -3.33688 0.69450 -1.09344 0.21
H -3.56731 -1.47804 2.98425 0.37
H -1.73105 -1.51090 2.97963 0.29
H -2.60747 0.07360 3.05131 0.30
```

Output
Frontier orbital gap (spin up / spin down) ... 7.90 / 5.81 eV
E_tot ... -1255.6068 Ha
Charge ... +2
HOMO level (spin up / spin down) ... -13.32 / -15.90 eV
<S²> ... 8.769
Spin multiplicity ... 6

Entry 2:
Formula: C13H23BN6SiSn
Source: OMol25
Level of theory: ωB97M-V with the def2-TZVPD basis set

Structure (XYZ):
```
45
Properties=species:S:1:pos:R:3:mulliken_charge:R:1
H -0.78949 2.91373 1.29705 0.55
N -0.31583 1.66197 -0.35434 0.03
B 0.48276 0.69078 -2.57807 -0.14
N 0.31044 1.86245 -1.55882 0.21
C 0.62298 3.15830 -1.67582 -0.05
Sn -0.73554 -0.39533 0.27713 0.58
H 1.11480 3.49957 -2.57550 0.49
C 0.21297 3.81316 -0.52095 -1.13
H 0.31801 4.85520 -0.28868 0.44
C -0.36055 2.84027 0.30638 -0.39
H 0.90699 1.07408 -3.63097 -0.01
C -2.02742 -2.17097 1.11756 -0.85
H -2.29962 -2.18038 2.17983 0.35
H -1.00147 -2.57395 1.01626 0.29
H -2.66832 -2.83124 0.51997 0.47
N -0.94076 0.05370 -2.71323 0.08
N 1.37251 -0.42281 -1.94472 0.13
N -1.60172 -0.46130 -1.61300 -0.04
N 1.02433 -1.05001 -0.77260 0.13
C -1.73001 -0.03677 -3.78907 0.02
C 2.51513 -0.94905 -2.39900 0.03
H -1.38000 0.33397 -4.74806 0.48
H 2.93425 -0.56734 -3.31712 0.49
C -2.92786 -0.62684 -3.39514 -1.17
C 2.92764 -1.92838 -1.50251 -1.25
C -2.82376 -0.89048 -2.03138 -0.05
C 1.98010 -1.95944 -0.47788 -0.24
H -3.77893 -0.83336 -4.01617 0.43
H 3.80644 -2.53846 -1.57243 0.45
H -3.53065 -1.33825 -1.34700 0.44
H 1.92830 -2.55395 0.42426 0.51
H -2.35164 -1.05571 0.69219 0.30
C 0.99044 -1.70202 3.20021 -1.02
Si 0.41942 -0.02672 2.57657 0.29
C -0.90697 0.69791 3.69064 -0.98
C 1.88276 1.12692 2.43091 -0.95
H 0.17207 -2.43367 3.25085 0.33
H 1.38057 -1.54053 4.21709 0.43
H 1.79849 -2.11495 2.57882 0.30
H -0.47639 0.78338 4.70056 0.35
H -1.21929 1.69801 3.35577 0.29
H -1.79550 0.05145 3.74309 0.32
H 2.35121 1.19838 3.42698 0.42
H 2.62239 0.73495 1.71737 0.33
H 1.58672 2.13372 2.10295 0.32
```

Output
Frontier orbital gap ... 8.45 eV
E_tot ... -1365.8188 Ha
Charge ... +2
HOMO level ... -15.76 eV

Entry 3:
Formula: C13H23Cl4MgO11S
Source: OMol25
Level of theory: ωB97M-V with the def2-TZVPD basis set

Structure (XYZ):
```
53
Properties=species:S:1:pos:R:3:mulliken_charge:R:1
Mg 0.63110 1.72518 -3.21812 0.88
S -0.22355 4.07825 -3.05250 1.29
O -0.94491 2.88529 -2.53715 -0.65
O -0.60274 5.11116 -2.10148 -0.66
O 1.18092 3.52316 -2.99742 -0.72
O -0.71148 4.28808 -4.40891 -0.68
C 1.31525 -0.22440 -0.74704 -0.60
O 0.87081 0.72751 -1.61596 -0.40
H 2.37805 -0.49919 -0.94306 0.43
H 1.24355 0.01706 0.32118 0.09
H 0.94676 -1.26119 -0.90202 0.14
C -3.73515 -1.04715 -1.04922 -1.67
C -2.36131 -0.60026 -0.52774 1.36
C -2.26980 0.88470 -0.06916 0.08
O -1.86739 0.72031 1.31414 -0.28
C -1.59347 -0.56518 1.60537 0.62
O -1.21134 -0.93267 2.67474 -0.65
O -2.02186 -1.36464 0.61281 -0.35
H -4.44473 -1.12157 -0.22333 0.42
H -3.74737 -1.91125 -1.70945 0.26
H -4.10248 -0.20904 -1.65138 0.44
H -1.71412 -0.71811 -1.39168 -0.39
H -3.25603 1.34036 -0.07135 0.25
H -1.45311 1.42146 -0.54384 -0.23
C 2.77482 4.15296 2.45444 -1.58
C 2.06424 2.96214 1.81710 0.57
C 1.07481 2.33512 2.82070 -0.31
O -0.17271 2.80947 2.27866 -0.35
C -0.02173 3.27237 1.03377 0.60
O -0.88185 3.38647 0.22711 -0.44
O 1.30083 3.45206 0.73351 -0.32
H 2.09657 4.82381 2.98127 0.36
H 3.47259 4.64292 1.77651 0.36
H 3.46063 3.82762 3.25183 0.43
H 2.80937 2.21512 1.54164 0.27
H 1.18576 2.76802 3.81386 0.32
H 1.07129 1.25252 2.93201 0.07
Cl -0.65755 -6.56396 -1.41940 -0.22
C -0.62589 -5.26392 -2.69171 -0.43
C -0.96062 -3.99323 -1.95767 0.05
Cl -0.56366 -2.54767 -2.86140 -0.19
H -1.33809 -5.66818 -3.40474 0.33
H 0.37633 -5.34948 -3.09730 0.30
H -0.34984 -3.92372 -1.05905 -0.13
H -1.99281 -3.85449 -1.64594 0.25
Cl 0.70683 -4.43591 2.22405 -0.25
C 0.94043 -2.71841 1.69772 0.62
C 2.41439 -2.36431 1.52299 0.12
Cl 3.10593 -1.88078 3.06533 -0.22
H 0.45895 -2.11626 2.46111 0.25
H 0.38766 -2.67296 0.76370 -0.71
H 2.54099 -1.59888 0.75832 -0.18
H 3.01676 -3.21631 1.21417 0.43
```

Output
Energy relative to the best compared isomer or geometry (same formula, charge and spin) ... 197.9 kJ/mol
Frontier orbital gap ... 6.59 eV
E_tot ... -3775.9876 Ha
Charge ... -1
HOMO level ... -5.11 eV

Entry 4:
Formula: C13H23Cl8FO9
Source: OMol25
Level of theory: ωB97M-V with the def2-TZVPD basis set

Structure (XYZ):
```
54
Properties=species:S:1:pos:R:3:mulliken_charge:R:1
C 9.51625 -12.18588 -3.04040 -0.67
O 9.45172 -12.32856 -4.38066 -0.29
C 10.08762 -11.46931 -5.16575 0.65
O 10.75827 -10.49218 -4.84490 -0.57
O 9.88898 -11.84489 -6.51666 -0.28
C 10.61100 -11.39287 -7.64883 -0.75
H 9.06306 -11.25172 -2.70865 0.31
H 10.52097 -12.06894 -2.63426 0.30
H 8.92508 -12.94138 -2.52285 0.26
H 9.97460 -11.74741 -8.45963 0.20
H 11.53772 -11.96655 -7.66227 0.38
H 10.89598 -10.34240 -7.59069 0.29
C 3.67629 -9.86125 -10.38165 -0.63
O 4.85763 -10.54559 -10.23929 -0.32
C 5.71840 -10.69678 -11.26902 0.81
O 5.68143 -10.17735 -12.42758 -0.60
O 6.65329 -11.53028 -10.79010 -0.23
C 7.60153 -12.28588 -11.54989 -0.13
H 3.83609 -9.13669 -11.18013 0.29
H 3.47504 -9.21898 -9.52428 0.30
H 2.74597 -10.40873 -10.53291 0.29
H 7.41706 -12.27518 -12.62411 0.45
H 7.58031 -13.35819 -11.35544 0.38
H 8.58124 -11.86863 -11.31712 -0.47
C 7.03016 -7.59119 -11.81076 0.01
C 5.75712 -7.05745 -12.36623 0.54
O 5.71948 -5.65372 -12.13583 -0.36
C 6.60794 -5.38556 -11.19060 0.53
O 6.85214 -4.26096 -10.68146 -0.61
O 7.31272 -6.51567 -10.92785 -0.35
F 4.79246 -7.55881 -11.70327 -0.34
H 7.80165 -7.58472 -12.58074 0.29
H 6.91345 -8.49236 -11.20880 0.00
H 5.72758 -7.39421 -13.40248 0.35
C 10.94013 -12.95403 -12.99365 0.85
Cl 9.57952 -13.73146 -13.72996 -0.17
Cl 12.02470 -12.41362 -14.30511 -0.16
H 10.52674 -12.13197 -12.40935 -0.77
H 11.52233 -13.72584 -12.49021 0.31
C 11.61672 -7.07849 -10.30245 -0.21
Cl 10.41846 -8.13288 -9.62226 -0.04
Cl 11.61305 -5.45552 -9.47501 -0.20
H 12.57801 -7.59041 -10.25811 0.32
H 11.31380 -6.91934 -11.33735 0.33
C 9.60741 -10.14068 -10.85607 0.37
Cl 9.15564 -10.97046 -9.30897 0.07
Cl 8.22276 -9.36579 -11.78853 -0.18
H 10.35885 -9.43257 -10.50678 -0.70
H 10.09934 -10.85183 -11.51967 0.09
C 12.90444 -10.52368 -10.34382 0.22
Cl 12.91319 -8.82493 -10.86820 -0.21
Cl 11.92344 -11.39013 -11.48943 -0.13
H 13.91247 -10.92386 -10.23506 0.47
H 12.36001 -10.41215 -9.40613 -0.32
```

Output
Energy relative to the best compared isomer or geometry (same formula, charge and spin) ... 1595.0 kJ/mol
Frontier orbital gap ... 9.06 eV
E_tot ... -4967.0916 Ha
HOMO level ... -9.07 eV

Entry 5:
Formula: C13H23ClI2N4O3S
Source: OMol25
Level of theory: ωB97M-V with the def2-TZVPD basis set

Structure (XYZ):
```
47
Properties=species:S:1:pos:R:3:mulliken_charge:R:1
C 1.21654 -3.75380 1.90195 -1.39
C 1.00828 -3.39133 0.35332 0.86
C 2.38404 -2.82431 -0.14889 -1.33
C -0.17343 -2.35875 0.32018 -0.95
C -0.20105 -1.41900 -0.94129 -1.44
N -0.21911 0.00251 -0.49168 0.28
C -1.30121 0.48581 0.16519 -0.03
C -2.60268 -0.23902 0.54554 0.18
C -3.88205 0.44641 -0.07394 -0.99
C -4.39958 1.64888 0.83125 -0.88
I -5.44142 0.78414 2.53659 0.04
N -1.12187 1.84930 0.47426 -0.50
C 0.11698 2.07413 -0.06944 0.43
N 0.64627 3.32259 -0.01155 -0.07
S -0.32640 4.54408 0.76267 -0.15
C 1.94059 3.76875 -0.51944 -0.64
C 3.05115 3.40114 0.55599 0.60
O 4.20226 3.44828 0.32370 -0.42
Cl 2.58366 2.83302 2.22053 -0.18
N 0.70976 0.98339 -0.64632 0.43
C 1.95367 0.72998 -1.34428 0.16
O 1.75276 0.72044 -2.78355 -0.27
O 0.62800 1.45327 -3.11236 -0.31
H 1.94612 -2.97729 2.28923 0.31
H 0.28512 -3.62807 2.50377 0.31
H 1.71226 -4.74176 2.04916 0.35
H 0.71378 -4.43708 -0.15717 0.30
H 2.36804 -2.60961 -1.26067 0.30
H 3.20248 -3.58276 -0.02221 0.42
H 2.61121 -1.85040 0.36960 0.20
H -1.11683 -2.96419 0.28543 0.32
H -0.22491 -1.79287 1.29338 0.42
H -1.16942 -1.57863 -1.48906 0.49
H 0.60420 -1.60945 -1.68390 0.65
H -2.71049 -0.37803 1.64621 0.35
H -2.54784 -1.26182 0.09345 0.13
H -4.73708 -0.27682 -0.13744 0.38
H -3.71600 0.80759 -1.12287 0.38
H -5.14652 2.23368 0.25002 0.42
H -3.52960 2.26340 1.16789 0.37
H 0.19293 4.62317 2.04525 0.17
H 2.20305 3.37649 -1.53223 0.31
H 1.95199 4.88945 -0.56614 0.36
H 2.80723 1.37577 -1.04375 0.41
H 2.25885 -0.32538 -1.09828 -0.46
H 0.13019 0.91212 -3.75623 0.35
I -0.61397 -4.97740 -0.97185 -0.68
```

Output
Frontier orbital gap ... 4.40 eV
E_tot ... -2407.3331 Ha
HOMO level ... -4.97 eV

Entry 6:
Formula: C13H23ClNPPb
Source: OMol25
Level of theory: ωB97M-V with the def2-TZVPD basis set

Structure (XYZ):
```
40
Properties=species:S:1:pos:R:3:mulliken_charge:R:1
C 0.46766 3.16370 -1.68109 -0.82
C -0.81264 2.70250 -1.35549 -0.67
C -1.03204 1.78200 -0.31029 0.08
C 0.07656 1.31760 0.45111 -0.09
C 1.38296 1.73850 0.05951 1.35
C 1.57116 2.65880 -0.98619 -0.78
C -2.44304 1.26320 -0.10319 -1.19
C -2.47104 -0.24330 0.20881 0.29
N -2.70084 -1.07210 -0.97249 -0.01
Pb -0.01374 -0.05490 1.97951 0.92
C 2.58096 1.07150 0.71271 -1.44
P 2.02036 -0.68110 0.98531 0.68
H -1.67704 3.05390 -1.93189 0.42
H 2.58726 2.96490 -1.26219 0.46
H 0.60606 3.88500 -2.49369 0.42
H 2.79956 1.48790 1.71461 0.41
H 3.49496 1.14730 0.09601 0.61
H -2.92984 1.78090 0.73641 0.44
H -3.03274 1.48090 -1.01069 0.39
H -1.53954 -0.53570 0.75731 -0.46
C 3.38646 -1.52260 1.89631 -1.10
C 2.08136 -1.42590 -0.70029 -1.19
H -3.31894 -0.42120 0.90031 0.64
C -1.53544 -1.19160 -1.83649 -0.65
C -3.24844 -2.37220 -0.61779 -0.93
H 0.17176 -0.99330 3.51301 0.18
H -1.79844 -1.78000 -2.73299 0.46
H -1.20454 -0.19490 -2.17169 0.21
H -0.66774 -1.69330 -1.33849 0.06
H -3.49394 -2.93700 -1.53479 0.33
H -2.54983 -2.99920 -0.00859 0.30
H -4.17623 -2.23440 -0.03539 0.36
H 3.09866 -1.38470 -1.12799 0.45
H 1.74276 -2.47440 -0.65139 0.42
H 1.38586 -0.85940 -1.34119 0.29
H 4.34337 -1.43880 1.35141 0.40
H 3.49126 -1.05890 2.89141 0.41
H 3.13956 -2.58950 2.03051 0.42
H -0.31844 -1.48120 3.04101 0.15
Cl 0.53576 2.14100 2.87891 -0.21
```

Output
Energy relative to the best compared isomer or geometry (same formula, charge and spin) ... 318.1 kJ/mol
Frontier orbital gap (spin up / spin down) ... 5.30 / 5.31 eV
E_tot ... -1557.4236 Ha
Charge ... +2
HOMO level (spin up / spin down) ... -15.24 / -15.24 eV

Entry 7:
Formula: C13H23F5NOPSnTe
Source: OMol25
Level of theory: ωB97M-V with the def2-TZVPD basis set

Structure (XYZ):
```
46
Properties=species:S:1:pos:R:3:mulliken_charge:R:1
C -2.36050 1.69355 -2.95985 -0.80
C -1.28348 0.89040 -3.30789 -0.85
C -0.48721 0.29311 -2.31488 1.04
C -0.81499 0.47239 -0.96950 0.18
C -1.93677 1.23971 -0.61768 0.52
C -2.68059 1.87787 -1.61344 -0.86
C 0.63857 -0.54256 -2.87677 -1.21
C 1.89160 -0.89384 -2.06335 -1.31
N 2.07334 -0.11915 -0.79849 0.34
Sn 0.47265 -0.49486 0.56792 0.90
C -2.36113 1.40974 0.83050 -1.21
P -0.94310 1.13292 1.94284 0.91
H -1.01741 0.72455 -4.35483 0.42
H -3.50105 2.53335 -1.30914 0.42
H -2.95499 2.17118 -3.73500 0.38
H -3.13511 0.67689 1.13284 0.44
H -2.74086 2.42770 1.04607 0.49
H 0.23343 -1.51703 -3.20530 0.38
H 1.00323 -0.06906 -3.80445 0.51
H 1.87266 -1.95405 -1.77466 0.42
C -1.53244 0.40849 3.46850 -1.20
C -0.18002 2.74205 2.22028 -1.33
H 2.79926 -0.72226 -2.66247 0.64
C 2.22643 1.37026 -1.03749 -0.84
C 3.33347 -0.59157 -0.13293 -1.05
H 2.14782 -2.23690 3.10259 -0.33
H 3.04913 1.75148 -0.41246 0.37
H 2.46072 1.57659 -2.09533 0.29
H 1.31540 1.92041 -0.76257 0.21
H 4.16773 0.04593 -0.46173 0.41
H 3.22103 -0.50224 0.95698 0.31
H 3.53648 -1.63412 -0.39372 0.33
H -0.89355 3.43620 2.69339 0.40
H 0.69209 2.61278 2.87723 0.39
H 0.16438 3.17760 1.27050 0.34
H -2.37815 1.00232 3.84827 0.42
H -1.83979 -0.63370 3.29983 0.27
H -0.70753 0.41820 4.19471 0.40
H 2.79102 -1.89265 3.40577 0.27
F -1.66335 -4.47544 2.40245 -0.46
Te -0.94807 -3.51697 0.88261 1.68
F -0.14745 -2.36429 2.26582 -0.50
F 0.66879 -4.52433 1.02034 -0.44
F -1.67372 -4.69130 -0.48992 -0.47
F -2.45250 -2.31866 1.03914 -0.48
O -0.12549 -2.31070 -0.31470 -0.74
```

Output
Energy relative to the best compared isomer or geometry (same formula, charge and spin) ... 147.5 kJ/mol
Frontier orbital gap (spin up / spin down) ... 7.21 / 4.91 eV
E_tot ... -1962.0544 Ha
HOMO level (spin up / spin down) ... -7.34 / -6.18 eV

Entry 8:
Formula: C13H23N2O3PPd
Source: OMol25
Level of theory: ωB97M-V with the def2-TZVPD basis set

Structure (XYZ):
```
43
Properties=species:S:1:pos:R:3:mulliken_charge:R:1
C 1.44764 -3.98157 2.45226 -0.66
C 2.37901 -2.97327 2.20933 -0.49
C 2.03238 -1.79069 1.51021 0.67
C 0.70110 -1.62260 1.06751 0.50
C -0.22088 -2.68283 1.25622 0.89
C 0.14782 -3.84862 1.95723 -0.85
C 3.13714 -0.80950 1.20379 -1.30
C 3.02947 -0.20772 -0.20828 0.05
N 3.82291 -0.91240 -1.20072 0.18
Pd 0.04774 -0.07323 -0.00025 -0.86
C -1.57520 -2.60181 0.58587 -1.07
P -1.23070 -1.72657 -1.02142 0.88
H 3.41262 -3.09256 2.54845 0.44
H -0.58320 -4.65349 2.09004 0.47
H 1.73963 -4.88335 3.00154 0.43
H -2.28579 -1.95777 1.13891 0.37
H -2.04430 -3.59034 0.44352 0.53
H 3.12253 0.04011 1.91254 0.45
H 4.11345 -1.31009 1.32480 0.36
H 1.93303 -0.15650 -0.51023 0.22
C -2.85607 -1.47368 -1.83610 -1.15
C -0.40288 -3.01340 -2.04468 -1.30
H 3.39183 0.82828 -0.16960 0.64
C 3.27942 -2.20367 -1.60208 -0.69
C 4.13190 -0.06869 -2.35381 -0.88
H -0.99155 1.41826 -0.69357 0.11
H 3.97128 -2.69511 -2.30299 0.46
H 3.16086 -2.85370 -0.72546 0.23
H 2.28829 -2.11467 -2.10439 0.19
H 4.81506 -0.59874 -3.02985 0.36
H 3.22677 0.21786 -2.93272 0.36
H 4.62198 0.85184 -2.00644 0.39
H -1.05386 -3.89194 -2.19724 0.45
H -0.13003 -2.58572 -3.02314 0.39
H 0.51632 -3.32253 -1.52774 0.27
H -3.39657 -2.42660 -1.96076 0.42
H -3.46347 -0.78814 -1.22483 0.40
H -2.70592 -1.01460 -2.82834 0.40
H -0.20836 1.32151 -1.26309 0.16
O -2.97494 2.75177 0.70720 -0.38
N -1.76927 2.85935 0.58531 0.68
O -1.12584 3.90789 0.69014 -0.40
O -1.05819 1.69006 0.45774 -0.33
```

Output
Frontier orbital gap (spin up / spin down) ... 7.84 / 5.10 eV
E_tot ... -1312.5861 Ha
Charge ... +2
HOMO level (spin up / spin down) ... -14.14 / -16.00 eV
<S²> ... 6.043
Spin multiplicity ... 5